## one
Computed, not measured: 2 unconnected molecules or ions with the total composition CH5N2S, with ωB97M-V/def2-TZVPD.

ORCA input file:
```
! wB97M-V def2-TZVPD RIJCOSX def2/J DEFGRID3
* xyz 1 1
H 4.79467 -0.21017 0.33119
H -3.04160 -1.19407 0.16516
H 3.02175 0.54262 0.67473
H 0.27186 0.64724 -0.86595
N -2.88971 -0.30088 -0.07711
H -3.57935 0.30284 0.46401
N -0.55830 0.34743 -0.31684
C -1.65979 0.03420 -0.12051
S 3.64047 -0.16921 -0.25468
*
```

Values from the calculation:
gap between HOMO and LUMO: 0.2943 hartree
lowest unoccupied orbital energy: -4.635 eV


## two
Computed, not measured: 2 unconnected molecules or ions with the total composition CH5N2S, with ωB97M-V/def2-TZVPD.

ORCA input file:
```
! wB97M-V def2-TZVPD RIJCOSX def2/J DEFGRID3
* xyz 1 1
N 1.56363 -1.08208 0.11620
H 1.11688 0.40934 1.87378
H -1.56527 1.04550 0.23791
N -0.78274 0.74707 -0.28586
C 1.38870 0.05692 0.86440
S 2.56792 0.45044 -0.31807
H 1.92002 -1.95898 0.48464
H -0.90349 -0.24233 -0.52149
H -0.52173 1.30538 -1.24140
*
```

Values from the calculation:
gap between HOMO and LUMO: 0.3186 hartree
lowest unoccupied orbital energy: -6.292 eV


Most stable: one. Least stable: two.


## one
Computed, not measured: 20 unconnected molecules or ions with the total composition H39O20, with ωB97M-V/def2-TZVPD.

ORCA input file:
```
! wB97M-V def2-TZVPD RIJCOSX def2/J DEFGRID3
* xyz -1 1
O -5.10000 2.06726 -0.84505
O 2.73120 -2.37068 -2.37419
H 4.57517 2.58841 -0.94354
H 1.80295 -4.25458 -0.72997
H 2.38498 -0.93151 0.26895
H 4.47437 1.11236 -1.18471
O 1.85525 2.01583 4.05617
H 0.93206 0.33445 -0.14618
H 0.91042 -1.49414 -0.00732
O -0.65456 -0.81138 -0.00524
H -1.58936 -1.00497 -0.06654
H -0.62805 3.00257 -2.59286
H 0.70512 3.65507 -2.60849
H 4.95052 -0.45055 0.47256
H -3.79844 4.48328 0.17136
H -4.24275 -2.13445 0.78413
O -1.83359 2.20547 1.55878
O -1.96987 -2.26563 1.85211
H -0.66292 0.35974 -0.99026
H 5.33632 -1.83929 0.23417
H -3.49172 2.36219 2.46552
O -0.11599 3.63725 -3.11143
H -1.33290 -2.79424 -1.80230
H -5.61522 2.46326 -0.13252
O 1.76797 -1.64545 0.47641
H 1.77139 1.43820 4.82025
H -5.78244 1.62233 -1.35694
H -4.15363 3.67024 2.90616
O -4.25623 2.71342 2.94520
O 0.46164 -0.45219 -3.78807
H 0.65821 -1.36407 -3.61848
H 4.52273 -3.21417 -1.14755
H 3.52827 -2.91708 -0.02226
O 3.98856 -3.63450 -0.46750
O 1.12224 -4.34594 -0.04887
H 1.51073 1.47933 3.33778
H -1.15109 -1.84529 1.49775
H 1.49713 1.72764 -0.59481
H -1.60493 0.90574 -2.08486
O -3.33014 4.55142 1.00957
H 2.78763 -1.56964 -1.83397
H -2.89838 3.67694 1.11511
O -0.97156 1.24493 -1.43910
H -2.68967 1.77024 1.67264
O 1.73611 0.82950 -0.35587
O -0.75839 -2.75145 -2.58608
H -3.91086 -1.70421 2.16287
O 4.36646 1.95656 -1.63631
H 1.26400 -3.48402 0.37691
H -0.04427 -0.00660 -3.10396
H -0.31098 -0.03979 3.54388
O -4.59258 -1.57295 1.48214
H -2.18359 -2.76959 1.05576
H -0.25541 -2.03302 -2.15984
O 5.47045 -0.96595 -0.16179
H 0.86581 -0.81887 2.70302
H 2.85868 -1.95809 -3.24050
H -1.46308 2.01816 0.68299
O 0.55624 -0.44751 3.53515
*
```

Values from the calculation:
gap between HOMO and LUMO: 0.3606 hartree
lowest unoccupied orbital energy: 2.109 eV


## two
Computed, not measured: 20 unconnected molecules or ions with the total composition H39O20, with ωB97M-V/def2-TZVPD.

ORCA input file:
```
! wB97M-V def2-TZVPD RIJCOSX def2/J DEFGRID3
* xyz -1 1
O 1.27709 0.37551 4.49080
H -0.69984 0.07093 -0.83927
O -2.51656 2.93943 2.27494
H 1.85336 1.23119 -0.97147
O -5.48462 -1.21571 1.14675
H 2.79038 -3.64324 -2.81140
H -5.58334 -1.87166 -0.40140
H 1.32181 -1.89200 2.71274
O -0.23357 -2.57222 3.14678
H 2.54609 3.48803 -2.00731
H -1.44245 3.94019 -0.63882
O 1.21113 -4.37528 -1.62685
H 1.95346 -4.32454 -1.20995
H -6.01277 -0.35840 1.43119
H 5.98353 -1.06988 -1.14761
H 2.94172 -3.19379 2.42465
O -2.32879 2.08593 -2.03670
H 0.66767 -0.00440 5.23410
H 2.35043 -0.67393 2.36212
H -1.65053 1.90325 -1.30187
H -3.34644 2.27386 -1.64611
H 1.21340 3.97526 1.88204
H -0.99780 2.53144 0.04778
O 5.45563 -0.37396 -1.08265
H -0.33521 0.97611 0.53549
H -1.03993 1.04232 2.29945
H -0.55756 -1.43832 -0.60573
H 1.56677 -0.46487 4.13833
O 2.23788 -1.45643 2.72322
H 0.25833 -2.86851 3.95613
H -4.63447 -0.83055 0.92329
H -0.72877 -1.78642 3.36530
O 0.92105 4.76364 1.54969
H -0.05583 4.53195 1.27480
O -1.20821 -1.27377 -6.01635
O -1.01954 3.59597 0.18933
H -0.80295 -1.96986 -5.55728
O -0.35097 0.28607 2.47750
H -4.66683 -1.03406 -1.32933
H 3.28124 3.02104 -3.38557
O 3.79149 -3.33424 1.96559
O 3.13807 3.75119 -2.75361
O -3.93268 1.04874 -0.23553
H -3.78525 1.69760 0.38015
H -0.40896 -0.24488 1.74525
O 2.34636 0.62089 -1.53584
H 3.16122 0.48206 -1.19164
H 4.06082 -2.51895 -2.44663
H 3.40226 -2.62717 1.25332
H 0.67374 -3.58726 -1.31099
H 5.78628 -0.26610 -0.13863
O -5.24915 -1.77675 -1.35679
H -1.92028 3.35921 1.52349
O -0.58032 -0.88726 -1.31265
H -1.19107 -0.52959 -5.47067
O 3.65652 -3.41513 -2.62149
H -3.13899 2.55234 1.87315
H -3.15213 0.60315 -0.20963
O -1.08843 1.15321 0.02119
*
```

Values from the calculation:
gap between HOMO and LUMO: 0.3440 hartree
lowest unoccupied orbital energy: 1.686 eV


Most stable: one. Least stable: two.


## one
Computed, not measured: 2 unconnected molecules or ions with the total composition C2H9N2OP, with ωB97M-V/def2-TZVPD.

ORCA input file:
```
! wB97M-V def2-TZVPD RIJCOSX def2/J DEFGRID3
* xyz 0 1
P -1.64460 0.05582 -0.78012
H 2.28564 2.06914 -1.43080
H 1.85177 1.35622 0.98432
N -1.11623 -0.79388 0.52766
H -1.85063 -2.53396 1.48408
H -0.18601 -2.60268 1.10840
N 1.13598 1.15955 0.32022
H 0.56283 1.32848 -1.65143
H 2.02157 0.36087 -1.35803
H -1.22735 -2.73330 -0.15007
H 0.41233 1.97752 0.41534
C 1.49495 1.27441 -1.05499
H -0.90226 -0.19065 1.21095
O -1.68229 1.46754 -0.38237
C -1.15571 -2.19509 0.75683
*
```

Values from the calculation:
gap between HOMO and LUMO: 0.3580 hartree
SMILES: CNP=O.CN
lowest unoccupied orbital energy: 0.572 eV


## two
Computed, not measured: C2H9N2OP in the gas phase, with ωB97M-V/def2-TZVPD.

ORCA input file:
```
! wB97M-V def2-TZVPD RIJCOSX def2/J DEFGRID3
* xyz 0 1
H -0.09526 2.16559 -1.46349
H 1.42325 0.20378 1.16296
P -0.42108 0.07189 -0.24669
H 0.00353 -2.41928 0.19250
O -1.84590 0.40695 0.02403
H -1.15955 0.25692 2.30474
H -0.89235 -2.16170 -1.37486
H 1.45947 1.09171 -1.53123
H 0.99432 -1.63052 -1.01279
H -0.06087 0.82562 -2.45635
H -0.01395 0.91928 3.20216
C 0.33644 1.12848 -1.56479
N 0.51520 0.62659 1.05561
N -0.15458 0.17762 2.41878
C -0.08866 -1.66292 -0.71058
*
```

Values from the calculation:
gap between HOMO and LUMO: 0.3684 hartree
SMILES: CP(C)(=O)NN
lowest unoccupied orbital energy: 0.795 eV


Most stable: one. Least stable: two.


## one
Computed, not measured: C4H5BrO2 in the gas phase, with ωB97M-V/def2-TZVPD.

ORCA input file:
```
! wB97M-V def2-TZVPD RIJCOSX def2/J DEFGRID3
* xyz 0 1
C -1.33185 -0.95168 0.40543
C 1.79333 1.56562 -0.02569
O 1.25278 1.05282 1.05755
H -1.30904 1.02690 -0.50513
O 2.45575 2.33161 -0.55635
Br 1.86406 -1.40404 -0.00993
H -0.76637 -1.90723 0.37267
H -2.36439 -1.04806 0.24484
H -0.55952 -0.36526 -1.63015
H -1.12775 -0.57270 1.41713
C 0.78069 0.20954 -0.21894
C -0.68768 0.06248 -0.55143
*
```

Values from the calculation:
gap between HOMO and LUMO: 0.3692 hartree
SMILES: CC[C@]1(Br)OC1=O
lowest unoccupied orbital energy: 0.610 eV


## two
Computed, not measured: a molecular structure, C4H5BrO2, with ωB97M-V/def2-TZVPD.

ORCA input file:
```
! wB97M-V def2-TZVPD RIJCOSX def2/J DEFGRID3
* xyz 0 1
O 0.35751 2.92997 0.23172
H -1.12791 0.57826 1.14152
C -0.59709 -1.31505 -0.72422
H -0.25165 -1.64861 -1.69980
H -1.54841 -0.80037 -0.83706
C 0.38937 -0.43119 -0.05876
H 0.47189 0.57879 1.93034
Br 2.11553 -1.14577 0.14214
O 0.66280 1.09175 -1.05882
C -0.05263 0.59789 0.97672
C 0.33961 1.75426 0.04838
H -0.75902 -2.18992 -0.09214
*
```

Values from the calculation:
gap between HOMO and LUMO: 0.3889 hartree
lowest unoccupied orbital energy: 0.371 eV


Most stable: two. Least stable: one.